The ion C24H25N4O4S2 with charge +1 in a non-equilibrium geometry. Source: the OMol25 dataset; level of theory: ωB97M-V with the def2-TZVPD basis set.

Last column: natural (NBO) charge in e.
Cartesian coordinates (Å):
C (8.373, -0.027, -0.805)  -0.4174
N (7.009, 0.520, -0.869)  -0.3311
C (6.744, 1.235, -2.149)  -0.2176
C (5.469, 2.060, -2.029)  -0.4502
C (4.368, 1.207, -1.481)  -0.0034
C (4.617, 0.035, -0.838)  -0.3015
S (3.168, -0.778, -0.301)  0.5583
C (2.225, 0.509, -0.968)  0.0606
N (0.857, 0.405, -0.941)  -0.6160
C (0.276, -0.699, -0.374)  0.6821
O (0.995, -1.519, 0.178)  -0.5878
C (-1.191, -0.825, -0.450)  -0.1585
C (-1.770, -1.859, 0.292)  -0.1556
C (-3.135, -2.073, 0.251)  -0.1295
C (-3.922, -1.248, -0.533)  -0.3167
S (-5.713, -1.461, -0.533)  2.3362
O (-6.250, -0.682, -1.604)  -0.9253
O (-6.006, -2.852, -0.440)  -0.9145
N (-6.160, -0.725, 0.898)  -0.6549
C (-6.052, 0.731, 0.957)  -0.2175
C (-5.027, 1.049, 2.060)  -0.4543
C (-4.955, -0.251, 2.811)  0.0257
C (-4.353, -0.558, 4.012)  -0.2217
C (-4.424, -1.866, 4.477)  -0.2111
C (-5.083, -2.842, 3.748)  -0.1991
C (-5.693, -2.544, 2.536)  -0.2310
C (-5.617, -1.241, 2.084)  0.1026
C (-3.366, -0.221, -1.274)  -0.2027
C (-2.000, -0.007, -1.242)  -0.1731
C (2.978, 1.510, -1.541)  -0.2605
C (2.453, 2.708, -2.234)  0.6681
N (1.251, 3.170, -1.770)  -0.8408
O (3.019, 3.210, -3.180)  -0.5903
C (5.984, -0.536, -0.648)  -0.2386
H (9.107, 0.773, -0.884)  0.2385
H (8.526, -0.552, 0.136)  0.2380
H (8.524, -0.725, -1.626)  0.2357
H (6.893, 1.211, -0.119)  0.4342
H (7.596, 1.876, -2.381)  0.2345
H (6.640, 0.485, -2.935)  0.2295
H (5.172, 2.448, -3.005)  0.2926
H (5.629, 2.927, -1.381)  0.2237
H (0.325, 1.085, -1.467)  0.4348
H (-1.127, -2.488, 0.888)  0.2457
H (-3.595, -2.878, 0.800)  0.2456
H (-7.038, 1.125, 1.220)  0.2160
H (-5.782, 1.110, -0.027)  0.2256
H (-4.046, 1.306, 1.648)  0.2122
H (-5.357, 1.875, 2.689)  0.2323
H (-3.841, 0.202, 4.582)  0.2164
H (-3.964, -2.121, 5.420)  0.2188
H (-5.132, -3.851, 4.129)  0.2222
H (-6.204, -3.294, 1.956)  0.2493
H (-4.015, 0.380, -1.892)  0.2534
H (-1.588, 0.779, -1.856)  0.2050
H (1.010, 3.052, -0.799)  0.3968
H (0.934, 4.031, -2.196)  0.4162
H (6.094, -0.947, 0.359)  0.2391
H (6.171, -1.344, -1.363)  0.2311

The value obtained for the lowest unoccupied orbital energy is -0.1007 Ha. Its SMILES is C[N@H+]1CCc2c(sc(NC(=O)c3ccc(S(=O)(=O)N4CCc5ccccc54)cc3)c2C(N)=O)C1. Its charge is +1. The value obtained for the HOMO energy is -10.24 eV.